The following is a DFT calculation (ωB97M-V/def2-TZVPD) of C38H44HgOP2 as an isolated structure in a non-equilibrium geometry.

Last column: Mulliken charge in e.
Positions of all 86 atoms, in Å:
Hg -0.490 -1.018 0.570  1.688
C 2.624 1.445 -2.131  -0.161
C 2.245 2.311 -1.183  -0.929
C 1.677 3.680 -1.478  -1.189
C 0.689 3.767 -2.660  -1.454
C -0.207 2.579 -2.878  0.086
C 0.112 1.460 -3.529  0.002
C 1.381 1.304 -4.349  -0.933
C 2.664 1.742 -3.597  -1.189
C -2.044 -2.398 1.178  -1.865
H 3.075 0.483 -1.878  0.480
H 2.687 2.232 -0.168  1.746
H 2.527 4.362 -1.688  0.570
H 1.193 4.081 -0.571  0.146
H 0.027 4.620 -2.451  0.452
H 1.236 4.059 -3.571  0.331
H -1.250 2.743 -2.577  0.909
H -0.640 0.676 -3.661  -0.296
H 1.321 1.894 -5.285  0.352
H 1.491 0.253 -4.673  0.323
H 3.515 1.192 -4.030  0.471
H 2.876 2.805 -3.791  0.330
H -1.605 -3.402 1.209  0.406
H -2.940 -2.378 0.544  0.761
H -2.328 -2.076 2.189  0.257
P 0.971 0.987 0.812  0.699
P -2.284 0.129 -0.941  0.466
C -0.416 2.016 0.284  -0.309
C -1.581 1.690 -0.417  -1.474
C 1.389 1.522 2.495  0.130
C 1.820 2.859 2.637  -0.393
C 2.167 3.342 3.894  -0.808
C 2.094 2.514 5.015  -0.547
C 1.697 1.177 4.874  -0.636
C 1.331 0.687 3.626  -0.189
C 2.389 -0.200 0.386  1.940
C 2.251 -1.194 -0.629  -0.839
C 3.318 -2.023 -0.968  -0.830
C 4.560 -1.862 -0.343  -0.663
C 4.709 -0.896 0.660  -0.794
C 3.631 -0.089 1.034  -0.904
C -3.955 0.126 -0.255  0.381
C -4.164 0.622 1.054  -0.567
C -5.456 0.878 1.503  -0.639
C -6.552 0.619 0.673  -0.510
C -6.355 0.007 -0.572  -0.565
C -5.069 -0.259 -1.033  -0.284
C -2.249 -1.030 -2.358  0.749
C -1.890 -2.381 -2.097  -0.535
C -1.737 -3.300 -3.121  -0.863
C -1.856 -2.891 -4.449  -0.516
C -2.222 -1.565 -4.730  -0.415
C -2.545 -0.682 -3.698  -0.237
H -0.399 3.038 0.692  0.763
H -2.317 2.503 -0.509  0.685
H 1.898 3.505 1.767  0.184
H 2.481 4.380 3.999  0.425
H 2.323 2.912 5.998  0.375
H 1.681 0.538 5.759  0.437
H 1.006 -0.355 3.513  0.466
H 1.343 -1.234 -1.248  0.258
H 3.195 -2.781 -1.744  0.449
H 5.403 -2.479 -0.639  0.421
H 5.674 -0.754 1.141  0.415
H 3.770 0.674 1.803  0.439
H -3.309 0.842 1.699  0.315
H -5.614 1.301 2.493  0.399
H -7.560 0.885 0.996  0.368
H -7.212 -0.247 -1.193  0.398
H -4.915 -0.731 -2.008  0.289
H -1.714 -2.707 -1.070  0.222
H -1.489 -4.339 -2.872  0.443
H -1.649 -3.599 -5.253  0.395
H -2.242 -1.218 -5.766  0.415
H -2.978 0.304 -3.930  0.304
C 2.085 -3.326 3.938  -1.390
C 0.662 -3.329 3.358  0.225
C -0.372 -3.630 4.451  -1.384
O 0.387 -2.183 2.653  -0.565
H 2.154 -2.584 4.749  0.211
H 2.813 -3.037 3.168  0.241
H 2.348 -4.322 4.333  0.430
H 0.627 -4.177 2.646  0.288
H -0.330 -2.849 5.224  0.272
H -1.387 -3.622 4.040  0.281
H -0.196 -4.600 4.935  0.383

Results
spin multiplicity: 1
HOMO level (spin up / spin down): -6.0 / -6.0 eV
charge: 0


The following is a DFT calculation (ωB97M-V/def2-TZVPD) of a 2-piece molecular cluster, C5H13NO2 overall in a non-equilibrium geometry.

Last column: natural (NBO) charge in e.
Positions of all 21 atoms, in Å:
C -3.697 0.043 1.219  -0.624
C -2.403 -0.676 1.352  -0.435
C -1.689 -0.923 0.009  -0.204
N -0.537 -0.031 -0.186  -0.632
C 0.664 -0.401 0.529  -0.344
C 1.557 0.816 0.690  0.447
O 2.524 0.883 1.395  -0.510
H -3.952 0.442 0.238  0.209
H -3.868 0.867 1.923  0.217
H -4.594 -0.548 1.455  0.213
H -2.451 -1.623 1.898  0.210
H -1.682 -0.190 2.025  0.212
H -2.369 -0.681 -0.806  0.195
H -1.391 -1.973 -0.131  0.167
H -0.379 0.100 -1.173  0.360
H 1.300 -1.153 0.031  0.196
H 0.412 -0.830 1.497  0.224
H 1.217 1.682 0.081  0.099
O 3.597 0.331 -3.979  -0.928
H 3.147 0.785 -4.722  0.466
H 2.958 0.420 -3.280  0.461

Results
spin multiplicity: 1
SMILES: CCCNCC=O.O
HOMO level: -9.3 eV
charge: 0


Electronic energy, record by record: -2385.43702; -403.49614 hartree
Relative energy (zero: lowest compared OMol25 entry of this formula, charge and spin), record by record: 0.00; 50.50 kcal/mol